1.
ORCA calculation (ωB97M-V with the def2-TZVPD basis set) on a structure of composition C2H6Co2FN2O8P at a distorted geometry.

Geometry as XYZ:
```
22
Properties=species:S:1:pos:R:3
Co -1.8339 -1.3307 -0.7714
Co 0.7209 -0.3093 0.4012
P 0.6516 -2.5916 -0.8573
F -1.1549 0.5293 -0.0698
O 2.2819 3.1065 -1.6085
O -0.2739 -1.9691 0.2837
O -0.2531 -1.7111 -1.8256
O 0.3315 -4.0607 -0.5920
O 0.0546 -0.2522 2.5183
O 1.3673 1.1915 -1.3093
O -0.4430 -1.1188 4.4015
O 1.8431 -1.8476 -0.1401
N -0.7325 -0.4805 3.4263
N 1.6465 2.1505 -1.9890
C -2.1350 -0.0230 3.2484
C 1.3457 2.1382 -3.4333
H -2.7924 -0.8823 3.1485
H -2.1297 0.6118 2.3686
H 0.9111 3.0834 -3.7455
H -2.3356 0.4294 4.2185
H 2.2569 2.0215 -4.0152
H 0.6729 1.3148 -3.6580
```

Values from the calculation:
* LUMO level (spin up / spin down): -1.526 / -1.506 eV
* HOMO (spin up / spin down): -8.545 / -8.752 eV
* multiplicity: 7
* orbital gap (spin up / spin down): 7.019 / 7.246 eV
* expectation value of S²: 12.02



2.
ORCA calculation (ωB97M-V with the def2-TZVPD basis set) on a structure of composition C2H6CsO5S at a distorted geometry.

Geometry as XYZ:
```
15
Properties=species:S:1:pos:R:3
Cs -1.3090 1.2835 -1.2500
S 0.3764 4.7112 0.6100
O 1.0475 -1.6657 -0.5183
O 0.3964 5.5368 -0.6217
O -0.6199 3.6326 0.4096
O 1.7011 4.1191 0.8283
O -0.0606 5.4940 1.7821
C -0.4126 -3.5872 -0.3462
C -0.2221 -2.1147 -0.0306
H 0.0670 -4.2348 0.3897
H -0.9229 -1.4519 -0.5349
H -0.0714 -3.8014 -1.3548
H 1.7639 -2.1749 -0.1317
H -1.4662 -3.8823 -0.2651
H -0.2675 -1.8645 1.0335
```

Values from the calculation:
* LUMO level: 1.106 eV
* total charge: -1
* HOMO: -2.241 eV
* orbital gap: 3.347 eV